Formula: C2H6N2O
Source: OMol25
Level of theory: the ωB97M-V functional and the def2-TZVPD basis

Positions of all 11 atoms, in Å:
H -1.39674 1.60550 -0.28313
N -0.36645 1.51204 -0.18449
C 0.11788 0.30958 -0.00823
C 1.49566 -0.29172 -0.12515
N -0.78831 -0.68537 -0.37362
O -2.03256 -0.24152 -0.09022
H 1.38117 -1.27615 -0.73164
H 1.77917 -0.17358 1.04793
H 2.31927 0.47895 -0.45401
H -0.69431 -1.40458 0.56537
H -1.81479 0.16685 0.63720

Energy = -264.379185 Eh
Max |F| = 0.1555 Eh/bohr
SMILES = [H]/N=C(/C)NO
Highest occupied orbital energy = -9.9 eV
ΔE to the lowest compared entry with this formula, charge and spin = 5.663 eV

=====

Formula: C4H8F2
Source: OMol25
Level of theory: the ωB97M-V functional and the def2-TZVPD basis

Positions of all 14 atoms, in Å:
C -1.14408 0.13791 -0.89622
C -0.06526 -0.43941 0.03707
C -0.18822 -0.22333 1.46776
F -0.08311 1.15150 1.70756
C 1.31459 0.20609 -0.41894
F 1.35245 0.08421 -1.81625
H -0.97314 -0.31161 -1.88380
H -1.10446 1.21053 -1.05481
H -2.17791 0.03095 -0.49706
H 0.07979 -1.52592 -0.28054
H 0.63248 -0.74881 1.97893
H -1.18691 -0.54099 1.68332
H 1.35982 1.29356 -0.07897
H 2.18396 -0.32469 0.05196

Energy = -356.909661 Eh
Max |F| = 0.0865 Eh/bohr
SMILES = CC(CF)CF
Highest occupied orbital energy = -11.1 eV
ΔE to the lowest compared entry with this formula, charge and spin = 1.194 eV

=====

Formula: C24H51ClO15P2
Source: OMol25
Level of theory: the ωB97M-V functional and the def2-TZVPD basis

Positions of all 93 atoms, in Å:
O 3.48339 -4.67498 0.08690
P 3.64464 -4.23559 -1.28121
O 5.00351 -3.45551 -1.40826
O 3.70068 -5.41603 -2.32383
O 2.48542 -3.15524 -1.64676
P 1.06850 -3.83472 -2.04056
O 0.90279 -3.96698 -3.46692
O 0.89079 -5.22685 -1.33555
O -0.04122 -2.78061 -1.46090
Cl -1.44384 -3.59674 -0.97301
H 5.55793 -3.85619 -2.09957
H 3.07572 -6.11099 -2.04901
H 1.41657 -5.31840 -0.50757
C 0.93594 0.49346 -3.89900
C -0.19996 -0.05782 -4.72190
O -1.25959 0.52594 -4.80697
C 0.04313 -1.36709 -5.42407
H 0.63320 1.43455 -3.44211
H 1.19855 -0.21046 -3.10718
H 1.80450 0.67408 -4.53426
H 0.27271 -2.14208 -4.68705
H 0.87243 -1.27092 -6.12719
H -0.85275 -1.65146 -5.97298
C 0.04158 -8.38839 0.89922
C -0.43688 -7.03289 1.36103
O 0.10287 -6.01363 0.99330
C -1.61505 -6.99548 2.29742
H 0.89229 -8.26626 0.23120
H 0.35110 -8.98650 1.75737
H -0.75684 -8.90207 0.36183
H -1.37446 -7.53473 3.21640
H -2.48456 -7.45081 1.81877
H -1.84978 -5.95642 2.53787
C -2.69196 1.57433 -2.56895
C -2.37169 2.70112 -1.62349
O -1.24812 2.85015 -1.19216
C -3.49223 3.63251 -1.23513
H -1.79791 0.99705 -2.75058
H -3.45109 0.92340 -2.12814
H -3.05086 1.97101 -3.51816
H -4.28511 3.07559 -0.73450
H -3.89138 4.12523 -2.12368
H -3.11517 4.38961 -0.55310
C -3.58936 -2.36015 3.54010
C -3.70580 -3.62538 2.72872
O -2.72456 -4.20748 2.32354
C -5.09704 -4.13473 2.44279
H -2.53875 -2.10963 3.66904
H -4.08715 -1.53834 3.02313
H -4.04168 -2.50357 4.52281
H -5.65935 -3.38864 1.87936
H -5.61358 -4.35434 3.37844
H -5.03431 -5.04700 1.85296
C -4.68584 7.99172 1.24167
C -4.00310 6.67694 1.53077
O -4.49804 5.62333 1.20356
C -2.67512 6.73422 2.24515
H -5.62582 7.80466 0.72700
H -4.89287 8.51816 2.17474
H -4.05128 8.60964 0.60442
H -2.79622 7.20696 3.22123
H -1.95501 7.29857 1.65040
H -2.29790 5.72378 2.38746
C 0.11047 5.32910 -3.02192
C 1.43793 6.03996 -3.06235
O 1.52191 7.23930 -2.92022
C 2.66059 5.18404 -3.28712
H -0.68336 6.05507 -2.85382
H -0.07248 4.82082 -3.97072
H 0.10147 4.60399 -2.20649
H 2.58494 4.67061 -4.24713
H 2.75511 4.44913 -2.48510
H 3.54673 5.81575 -3.29415
C 3.46793 0.05186 0.56769
C 2.37729 0.91362 -0.00877
O 2.59218 1.64762 -0.94823
C 1.01672 0.81386 0.63435
H 4.38943 0.21744 0.01153
H 3.63750 0.30908 1.61386
H 3.18604 -0.99963 0.47966
H 1.08359 1.10818 1.68359
H 0.64270 -0.20980 0.55824
H 0.32515 1.47999 0.12190
C 4.92103 2.26518 5.10178
C 4.13723 1.05310 4.66187
O 3.19346 1.15038 3.91210
C 4.58168 -0.28594 5.19744
H 4.49563 3.15557 4.64409
H 4.87188 2.36806 6.18697
H 5.96198 2.17038 4.78865
H 4.51798 -0.29222 6.28672
H 5.60816 -0.48966 4.88837
H 3.93417 -1.06583 4.80237

Energy = -3216.733569 Eh
Max |F| = 0.0392 Eh/bohr
Highest occupied orbital energy = -8.9 eV

=====

Formula: CH8NO2
Source: OMol25
Level of theory: the ωB97M-V functional and the def2-TZVPD basis

Positions of all 12 atoms, in Å:
C -0.92520 1.14996 -0.12108
N -0.11652 0.16174 -0.03814
H -1.02441 1.75150 -1.04386
H -1.25860 1.64882 0.79108
H 0.63484 0.19211 0.67269
H -0.13552 -0.56463 -0.78998
H 2.48371 1.00289 1.93575
H 2.19787 -0.22479 2.74628
O 1.83379 0.29481 2.01655
H -1.95053 -1.48093 -2.20134
H -0.67937 -2.38030 -2.12481
O -1.06007 -1.55119 -1.84315

Energy = -247.839464 Eh
Max |F| = 0.0395 Eh/bohr
Total charge = +1
Highest occupied orbital energy = -16.3 eV
ΔE to the lowest compared entry with this formula, charge and spin = 1.272 eV

=====

Formula: C15H35F3N2O8P3S2
Source: OMol25
Level of theory: the ωB97M-V functional and the def2-TZVPD basis

Positions of all 68 atoms, in Å:
C 1.29035 -5.92145 -1.38308
C 0.91968 -4.45638 -0.66038
O -0.34407 -4.47544 -0.14395
N 1.83889 -3.31624 -0.40798
C 2.96683 -3.57771 0.44848
C 3.46325 -2.99203 1.92993
O 3.74962 -4.67532 0.20123
P 1.85872 -2.02207 -1.61775
S 3.24425 -0.77609 -0.45846
S 0.42067 -3.03409 -2.92301
C 1.74357 -0.38051 -2.61756
C 0.73402 -0.33763 -3.87901
O 0.83542 1.07601 -4.39991
C 3.22768 -2.80581 -2.65680
C 4.27534 -1.95509 -3.51986
C 5.68779 -1.50736 -2.75619
F 6.89732 -1.72477 -3.63511
F 5.96764 -2.22948 -1.50121
F 5.66573 -0.01463 -2.52408
P 0.08204 -1.21108 -0.60830
P 0.04407 -1.35046 1.53206
O 0.36369 -2.73388 2.20836
O -1.69564 -1.17458 1.92424
O 0.73390 0.04631 2.39403
H 0.83182 -6.78709 -0.70644
H 0.68654 -5.98027 -2.40575
H 2.43457 -6.07985 -1.54229
H 2.91238 -2.01252 2.25088
H 3.22532 -3.83961 2.71289
H 4.65282 -2.88490 1.93032
H 2.68179 -0.43453 0.76946
H 0.79900 -3.05262 -4.25182
H 1.25747 0.43702 -1.87865
H 2.79861 0.15553 -2.78682
H -0.42541 -0.41007 -3.59654
H 1.02022 -0.97765 -4.81873
H 0.13641 1.65019 -3.92541
H 2.70795 -3.54288 -3.44753
H 3.92261 -3.60165 -2.09373
H 4.69368 -2.72602 -4.34108
H 3.86659 -1.08575 -4.20082
H -1.02550 -2.10554 -1.00418
H -1.82420 -0.38238 2.52186
H 1.60547 -0.20889 2.81610
C -4.73145 1.40872 1.56120
O -3.43500 1.83284 1.96335
C -2.72310 2.53541 0.93571
C -2.60703 4.02829 1.27387
N -3.90403 4.70245 1.16870
C -3.92004 6.04989 1.75375
C -3.62457 6.17878 3.26282
O -4.63612 5.62419 4.10605
C -4.53857 4.22091 4.30218
H -5.10757 0.70877 2.31266
H -5.42045 2.25645 1.51866
H -4.70436 0.90026 0.59428
H -3.15717 2.37199 -0.05599
H -1.71228 2.11023 0.92155
H -1.90252 4.50222 0.57965
H -2.19841 4.10754 2.28323
H -4.61133 4.14771 1.65016
H -4.92358 6.45420 1.57442
H -3.22214 6.68523 1.19667
H -3.60414 7.25069 3.49700
H -2.63454 5.79735 3.53693
H -3.50375 3.86681 4.29752
H -5.12713 3.69927 3.54551
H -4.97961 3.97908 5.27272

Energy = -3423.752004 Eh
Max |F| = 0.1644 Eh/bohr
Total charge = -1
Highest occupied orbital energy = -5.2 eV

=====

Formula: C5H11N3O
Source: OMol25
Level of theory: the ωB97M-V functional and the def2-TZVPD basis

Positions of all 20 atoms, in Å:
H -2.10524 -1.84528 -1.65514
N -2.56036 -1.22271 -0.98135
C -1.65111 -0.72702 -0.19479
N -0.28455 -1.05212 -0.37759
O 0.08520 -2.35347 0.02328
C 0.61103 -0.00895 0.08123
C 1.69961 0.17924 -0.97813
N 1.17948 -0.08196 1.38071
C -0.41410 1.33782 -0.09517
C -0.78989 2.16807 0.88989
H -1.91588 -0.41292 0.82311
H -0.69983 -2.92463 0.10177
H 1.25057 0.27331 -1.97294
H 2.36672 -0.69179 -0.99507
H 2.29642 1.07735 -0.78001
H 1.23581 -1.03342 1.72641
H 1.97314 0.53837 1.49348
H -0.44029 1.72146 -1.11666
H -0.80561 1.84906 1.92890
H -1.03112 3.20960 0.69805

Energy = -436.466457 Eh
Max |F| = 0.0695 Eh/bohr
SMILES = [H]/N=C\N(O)[C@](C)(N)C=C
Highest occupied orbital energy = -8.7 eV
ΔE to the lowest compared entry with this formula, charge and spin = 4.914 eV

=====

Formula: C5H10O
Source: OMol25
Level of theory: the ωB97M-V functional and the def2-TZVPD basis

Positions of all 16 atoms, in Å:
O 0.55893 -1.85023 0.74723
C 0.94383 -0.62042 0.14186
C 0.49041 0.60325 0.97193
C -0.96291 0.82224 0.51574
C -0.96424 0.49633 -0.97657
C 0.17853 -0.52948 -1.19564
H 1.05843 -1.95088 1.56764
H 2.03557 -0.61632 -0.01094
H 0.58359 0.38414 2.04401
H 1.14798 1.45649 0.75870
H -1.44672 1.79825 0.62720
H -1.59303 0.10930 1.05751
H -1.99427 0.22768 -1.23175
H -0.74704 1.39598 -1.56359
H -0.14560 -1.53848 -1.46705
H 0.85657 -0.18785 -1.98629

Energy = -271.742773 Eh
Max |F| = 0.0143 Eh/bohr
SMILES = OC1CCCC1
Highest occupied orbital energy = -10.2 eV
ΔE to the lowest compared entry with this formula, charge and spin = 0.268 eV

=====

Formula: C22H12IN4SZr
Source: OMol25
Level of theory: the ωB97M-V functional and the def2-TZVPD basis

Positions of all 41 atoms, in Å:
Zr -0.87449 1.35830 0.14809
I -3.73620 1.66365 0.67058
C -3.61574 0.22666 2.24123
C -4.70119 -0.11497 2.99283
C -4.52549 -1.07304 4.01539
C -3.29941 -1.64099 4.24906
C -2.17903 -1.27563 3.46510
C -0.88003 -1.81762 3.66818
C 0.20651 -1.44894 2.90242
C 0.03119 -0.50631 1.88194
C -1.22391 0.06179 1.65600
C -2.34485 -0.32363 2.43887
H -5.67922 0.32025 2.83041
H -5.38046 -1.35130 4.61633
H -3.18086 -2.37214 5.03862
H -0.74358 -2.54808 4.45745
H 1.17841 -1.88539 3.08409
H 0.91030 -0.23801 1.28394
S 4.60351 -0.41528 -4.85876
N 4.64852 0.58650 -3.60636
C 3.44319 0.57014 -3.05781
C 3.03054 1.33486 -1.90593
C 3.87198 2.22578 -1.22110
C 3.38679 2.91718 -0.13232
C 2.07505 2.70847 0.26895
N 1.25125 1.86842 -0.37541
C 1.71364 1.19034 -1.47079
C 0.79022 0.29104 -2.14711
N -0.47620 0.17754 -1.63926
C -1.35196 -0.66177 -2.22349
C -1.02623 -1.40036 -3.34728
C 0.24770 -1.29947 -3.87043
C 1.18373 -0.45178 -3.25951
C 2.54280 -0.29767 -3.71885
N 3.08288 -0.91760 -4.75709
H 4.89337 2.35394 -1.55943
H 4.00720 3.61228 0.41606
H 1.68126 3.22943 1.13548
H -2.33617 -0.73838 -1.77609
H -1.76874 -2.04902 -3.79052
H 0.54378 -1.86920 -4.74348

Energy = -1806.553973 Eh
Max |F| = 0.0081 Eh/bohr
Total charge = +3
Highest occupied orbital energy = -17.7 eV
ΔE to the lowest compared entry with this formula, charge and spin = 0.000 eV

=====

What did we get for Kohn-Sham gap? Answer: 10.488 12.150 8.578 10.726 7.502 9.158 11.161 6.426 eV, in the order shown.